No. 1
Entry from the OMol25 dataset: 20 unconnected molecules or ions with the total composition C33H50Cl38O2 at a distorted geometry (ωB97M-V/def2-TZVPD).

Structure (XYZ):
```
123
Properties=species:S:1:pos:R:3:forces:R:3:lowdin_charge:R:1
H -7.974769 12.677633 3.158951 0.0 0.1 0.0 -0.02
C 3.707720 -3.171942 -5.525953 -0.1 -0.1 0.0 -1.05
H 3.129140 -3.949083 -5.039037 0.0 0.1 0.1 0.00
C -8.744499 13.199627 3.714552 0.0 -0.1 0.0 -1.04
Cl -1.318962 -8.573491 1.209039 0.0 -0.1 0.0 0.51
H 2.516788 3.962707 2.318615 0.1 -0.1 0.0 -0.06
H -1.962712 -0.932949 3.379392 0.0 0.1 0.3 0.06
H -1.828315 7.376916 -1.859113 0.0 0.1 0.0 -0.02
C 0.430060 1.211560 -2.756901 0.2 -0.2 0.3 0.00
C -0.487909 0.529653 -0.143397 -0.2 0.1 0.1 -0.14
Cl -4.066398 1.497464 2.171857 0.0 0.0 0.0 0.52
C 0.273321 9.194215 3.755461 0.0 0.0 -0.1 -1.04
Cl -1.888545 2.982415 3.442778 0.1 0.0 0.0 0.51
H 1.415017 5.556555 -0.900536 0.1 0.0 -0.1 0.01
C -5.306913 -10.802922 -2.351898 -0.1 -0.1 0.0 -1.00
C 5.371915 -2.156330 1.982055 0.0 0.0 0.1 -1.00
H -0.514428 -1.668668 4.104417 -0.2 -0.2 -0.5 -0.01
H -9.605022 12.556513 3.855473 0.0 0.1 0.0 0.03
C 1.305204 1.241564 -1.757962 -0.6 -0.5 0.2 -0.09
C -1.223740 -4.489391 0.782198 0.0 0.4 -0.1 -0.12
Cl 2.869743 5.992865 0.894190 0.0 0.1 -0.2 0.55
H 5.167297 -2.921908 2.723049 -0.1 0.1 0.1 0.01
C -1.363054 0.515857 -1.147487 0.2 0.1 0.1 0.05
Cl 1.910067 -7.072723 1.876862 -0.1 -0.1 0.1 0.54
H 6.023364 -2.543982 1.206902 0.0 0.1 0.0 0.03
Cl -8.100164 13.642394 5.300063 0.0 -0.1 0.0 0.50
C -0.890630 -3.733790 -0.326385 -0.9 -0.3 0.0 -0.22
Cl -5.620982 -9.500475 -1.200996 0.0 0.0 0.0 0.54
C -1.162206 -5.372540 -5.815969 0.0 -0.1 0.0 -1.02
Cl 3.338901 2.109154 3.497959 0.4 0.7 -0.2 0.60
Cl 3.945643 -4.494092 -1.917797 0.1 0.0 0.0 0.51
Cl -1.184571 -8.795213 -4.272699 0.0 0.0 0.0 0.50
Cl 4.314751 -6.301822 3.356211 0.0 0.0 0.0 0.51
H 5.423498 5.765369 -7.885933 0.0 0.0 0.1 0.02
C -1.176190 -2.480433 2.133151 0.2 0.5 0.5 -0.21
C -2.695753 7.020908 -2.402313 0.1 0.0 0.0 -1.03
C -2.012889 -8.802366 -0.404704 0.1 0.0 0.0 -1.03
H 0.788686 4.930519 0.637733 0.0 0.0 0.1 0.02
H -5.410354 -11.752406 -1.840311 0.1 0.0 0.1 0.03
C 1.923233 -3.468356 7.732971 0.0 0.0 0.0 -1.04
Cl 1.768833 -3.691606 -0.138588 0.9 -0.6 -0.1 0.66
C -0.633044 -0.206640 1.159416 0.8 -0.2 -0.1 -0.08
Cl 1.284254 7.765622 3.989886 -0.1 0.0 0.0 0.48
C -0.697881 -2.366107 -0.212895 -0.4 0.3 -0.2 -0.14
H -6.025838 -10.730871 -3.159149 0.0 0.1 0.0 0.03
H -0.762954 8.914703 3.905157 0.0 0.0 0.1 0.02
O -1.825223 1.925985 -3.011165 -0.3 0.0 -0.3 0.11
Cl -2.561090 7.529655 -4.087580 0.0 0.0 0.0 0.51
H -1.539588 -9.564283 -6.466225 0.0 0.1 0.0 0.03
H 2.828234 -5.779550 -0.288310 -0.1 0.0 -0.1 -0.02
H 3.743737 -3.342317 -6.595365 0.1 0.1 0.0 0.02
Cl -4.963283 9.949252 2.524675 0.1 0.0 0.0 0.50
H 3.274211 -0.106076 4.732451 -0.1 -0.1 0.1 -0.01
H 0.310847 -0.074267 1.697522 -0.1 0.2 0.2 0.10
Cl 2.814849 4.834055 4.473767 0.1 -0.1 0.0 0.51
Cl 5.821354 3.254511 -3.107370 0.0 0.1 0.1 0.50
H -2.969658 -9.300098 -0.314817 -0.1 0.1 0.1 -0.03
H 2.108089 -3.216515 6.695810 -0.1 0.0 0.1 -0.06
Cl 1.934960 -5.230542 7.898069 0.1 0.0 0.0 0.49
Cl 5.268641 4.236730 -6.106220 0.1 0.0 -0.3 0.54
C 3.163843 -4.752911 -0.348085 0.1 0.2 0.1 -1.01
H 4.899335 4.153903 -8.426065 -0.1 -0.1 0.0 0.03
Cl 3.843591 -1.671315 1.244595 0.2 0.0 -0.2 0.54
H 0.744299 1.109099 -3.787026 -0.2 0.2 -0.1 0.12
H 3.217352 -8.384351 3.322808 0.0 0.1 0.1 0.03
H -1.358635 -5.556070 0.685836 -0.1 0.0 0.1 0.03
C 2.497372 -0.541823 4.119076 -0.2 -0.2 0.2 -1.07
H 2.697608 -3.055371 8.368637 0.0 0.0 0.1 0.03
H 4.274517 4.874572 -3.836576 0.0 -0.1 -0.1 -0.03
H 3.884533 -4.550376 0.438851 0.0 0.1 0.0 -0.01
Cl 0.775385 -9.160281 -6.414715 0.0 0.0 0.0 0.52
C 0.745011 1.359152 -0.372352 0.0 -0.3 -0.3 -0.32
O 1.217115 2.082940 0.471053 0.2 0.0 0.3 0.11
H 4.050563 -8.039563 1.790966 0.0 0.1 0.0 0.03
Cl -4.149385 7.676477 -1.633777 0.0 0.0 0.1 0.50
C 2.371533 3.576287 3.316261 -0.3 -0.1 0.0 -1.01
C -3.265865 3.065433 2.337248 0.0 0.1 -0.1 -1.01
H -1.076174 -6.425872 -5.577106 0.1 0.0 0.0 -0.04
H -0.461892 -1.816451 -1.114653 0.1 0.0 0.1 0.10
Cl -2.244672 -7.252219 -1.220841 -0.1 -0.1 -0.2 0.52
Cl -3.677279 -10.702966 -3.039996 -0.1 0.0 0.1 0.50
Cl 3.104167 5.460111 -7.650482 0.0 0.0 0.0 0.51
C -5.620487 10.459097 0.965308 0.1 0.0 -0.1 -1.02
Cl 2.922237 3.303703 -2.714585 0.5 0.8 -0.2 0.63
Cl -9.244095 14.622933 2.792196 0.0 0.0 -0.1 0.50
Cl 2.509916 -2.300800 4.353202 0.0 -0.1 -0.1 0.57
H -2.282807 -0.052535 -1.088380 -0.2 0.2 -0.1 0.14
Cl 5.357674 -3.212335 -4.890050 0.0 0.0 -0.1 0.49
Cl 6.176924 -0.797189 2.779664 0.0 0.0 0.0 0.53
Cl 0.679958 10.486995 4.891950 0.0 0.0 0.0 0.50
Cl -1.577935 -4.499531 -4.336271 0.0 0.0 0.0 0.51
H 4.519100 4.919598 -2.075965 0.0 -0.1 0.1 0.02
C 4.388614 4.278623 -2.941476 0.0 0.1 0.2 -1.00
Cl 0.368907 -2.774916 8.208739 0.0 0.1 0.0 0.50
C -0.831653 -1.705439 1.003312 -0.5 -0.5 0.3 -0.15
Cl 0.257970 7.203377 0.315106 -0.1 0.0 0.0 0.53
H -2.036386 -2.548252 4.068680 0.0 0.1 0.1 0.08
H 2.366026 1.157641 -1.902587 0.1 0.0 0.2 0.06
C 4.786200 4.917288 -7.665578 0.0 0.0 0.0 -1.01
H -2.909577 3.377063 1.362001 0.0 -0.1 0.0 0.02
H -0.672991 -10.754686 -5.469770 0.1 0.0 0.1 0.03
C -1.358276 -3.847335 2.004296 0.1 -0.6 -0.3 -0.04
H -1.619871 -4.470794 2.851489 0.0 0.3 0.2 0.11
H -5.392359 9.701631 0.224987 -0.1 -0.1 0.1 -0.02
Cl 0.937138 0.161675 4.573602 0.3 0.3 0.2 0.58
H -5.165649 11.402049 0.686375 0.0 0.0 0.1 0.03
C -0.758246 -9.705864 -5.728672 0.0 -0.1 0.0 -1.01
Cl 2.926505 -1.614416 -5.226330 0.0 0.0 0.0 0.49
H -1.329019 -9.405074 -0.991456 0.0 0.1 0.0 0.01
H 1.330753 3.310244 3.468377 0.0 0.0 0.1 0.01
H -1.393246 0.237487 1.798239 -0.2 0.0 -0.1 0.08
C 3.432612 -7.626072 2.579505 0.0 0.0 0.0 -1.00
C -1.406646 -1.862618 3.500581 -0.3 -0.3 -0.3 -0.06
C 1.280808 5.766258 0.151315 0.0 -0.2 0.1 -0.99
H 2.681041 -0.330875 3.077591 -0.1 -0.2 -0.1 -0.08
C -1.022658 1.280076 -2.386839 0.2 -0.2 0.0 -0.37
H -3.979656 3.782658 2.724441 0.0 -0.1 0.1 0.02
H -1.943789 -5.208892 -6.548480 0.0 0.1 0.0 0.03
H -0.803498 -4.233105 -1.282242 0.1 0.1 -0.1 0.07
Cl 0.375187 -4.818988 -6.495202 0.0 0.0 -0.1 0.51
H 0.421094 9.560815 2.746165 0.1 0.0 0.0 0.01
H -2.742299 5.938426 -2.366501 -0.1 0.0 -0.1 0.03
Cl -7.374637 10.673029 1.036056 0.0 0.0 -0.1 0.52
```
Forces are in eV/Å.

Properties
total energy: -18925.094465 a.u.
E_LUMO: -0.82 eV
net charge: 0

***

No. 2
Entry from the OMol25 dataset: a molecular structure, C33H50Cl5N7O4S2ScSi2Te (ωB97M-V/def2-TZVPD).

Structure (XYZ):
```
105
Properties=species:S:1:pos:R:3:forces:R:3:lowdin_charge:R:1
H -7.073542 3.382802 2.763334 0.0 0.0 0.0 0.11
H -1.565617 -3.374742 -5.271174 0.0 0.0 0.0 0.03
H 1.698313 -3.217114 -0.913022 0.0 0.0 0.0 0.02
H 3.701062 -2.303385 -3.490161 0.0 0.0 0.0 0.01
H -2.167899 -0.570114 -5.395938 0.0 0.0 0.0 0.04
H -2.615876 -0.007921 1.884897 0.0 -0.1 0.0 0.03
Cl -2.885837 3.047977 -1.055201 0.0 0.0 -0.1 0.78
C -1.126039 2.931474 4.721166 0.0 0.0 0.0 -0.07
C 2.231757 -2.308624 -0.621475 0.0 -0.1 0.1 -0.58
H 4.180324 -4.660049 0.152616 0.0 0.0 0.0 0.04
H 3.793537 -3.991959 -2.977969 0.0 0.0 0.0 0.04
H -0.757774 4.710376 -0.004816 0.0 0.0 0.0 0.10
C 4.219040 -2.996922 -2.822452 0.0 0.0 0.0 -0.17
H 2.272109 -1.972131 -5.861422 0.0 0.0 0.0 0.03
C -5.609806 1.031171 4.719546 0.0 0.0 0.0 -0.06
C 0.688179 3.326091 0.162363 0.0 0.1 -0.1 -0.62
N 3.695307 0.812567 3.931405 0.1 0.0 0.0 0.12
C 0.019961 0.450596 5.245712 0.0 0.0 0.0 -0.08
H 5.903909 -1.078909 3.600908 0.0 0.0 0.0 0.10
C 4.934430 -0.827277 -0.749024 0.0 0.0 0.0 -0.18
C 4.812914 -3.771340 0.091569 0.0 0.0 0.0 -0.17
H 1.601240 -0.454175 -6.465571 0.0 0.0 0.0 0.03
H -4.762844 3.520112 1.884264 0.0 0.0 0.0 0.11
H 3.548844 -1.953290 2.384387 0.0 -0.1 0.0 0.10
C 1.721057 -1.073013 -5.573333 0.0 0.0 0.0 -0.20
C -6.301496 2.744390 3.171620 0.0 0.0 0.0 -0.06
C 5.018257 -1.645547 3.899154 0.0 0.0 0.0 -0.06
C -1.558392 -4.297869 0.724530 0.0 -0.1 0.0 0.00
C -2.338165 -2.200143 -0.555066 0.0 0.0 0.1 -0.28
C -2.132179 3.426137 -2.581213 0.0 0.0 0.0 -0.55
Si 0.050270 -1.522693 -4.850425 0.0 0.0 0.0 0.43
C -2.690931 4.371417 -3.427527 0.0 0.0 -0.1 -0.70
H 2.584342 3.710053 -0.546815 0.0 0.0 0.0 0.12
H 2.285726 2.111973 0.045456 0.0 0.0 0.1 0.05
H 0.095264 -3.918393 -5.550201 0.0 0.0 0.0 0.03
C -0.594360 -3.079835 -5.677009 0.0 0.0 0.0 -0.18
C -2.062594 4.674516 -4.632963 0.0 0.0 0.1 -0.71
H -1.384984 -4.830541 -0.212854 0.0 0.0 0.0 0.09
H 0.882655 1.394638 6.966608 0.0 0.0 0.0 0.11
Si 4.061915 -2.461669 -1.035188 0.0 -0.1 0.0 0.39
H 4.801915 -0.479580 0.279807 0.0 0.0 0.0 0.01
C -3.350717 -2.966175 -1.337487 0.0 0.0 0.0 0.00
Cl -0.058911 4.412020 -6.422016 0.0 0.0 0.0 0.71
H 6.006279 -0.931165 -0.937983 0.0 0.0 0.0 0.04
O -0.451481 1.828359 -2.099444 -0.1 0.0 0.1 -0.31
H 4.813962 -1.474161 4.957811 0.0 0.0 0.0 0.09
H -0.833578 -4.626324 1.460276 0.0 0.0 0.0 0.08
H 5.791732 -4.087557 -0.278550 0.0 0.0 0.0 0.04
N 3.861984 -1.309096 3.089809 0.1 0.0 0.0 -0.04
Cl -4.148867 5.166788 -2.987633 0.0 0.0 0.0 0.71
C -1.364757 1.844915 3.889589 0.0 0.0 0.1 -0.40
C -0.314269 2.763734 5.830643 0.0 0.0 0.0 -0.07
H -2.559237 -4.570786 1.067239 0.0 0.0 0.0 0.10
C -1.227865 -0.156526 -5.021641 0.0 0.0 0.0 -0.16
H 0.712629 -1.892590 2.284828 0.1 0.2 0.1 -0.01
N -2.102666 -0.962765 -0.724867 0.2 -0.3 0.1 -0.21
H 4.969890 -3.404491 1.110659 0.0 0.0 0.0 0.01
O -2.636592 -0.102264 -1.576460 -0.1 -0.2 0.0 -0.19
C -6.600127 1.848608 4.187386 0.0 0.0 0.0 -0.06
H 5.232607 -2.703429 3.775160 0.0 0.0 0.0 0.09
H -0.125254 3.600886 6.490130 0.0 0.0 0.0 0.11
H -3.533686 0.485511 4.660060 0.0 0.0 0.0 0.11
H -3.789777 -2.313887 -2.089567 0.0 0.0 0.0 0.09
H -0.905679 0.619612 -5.719231 0.0 0.0 0.0 0.03
H -5.848836 0.340134 5.517159 0.0 0.0 0.0 0.11
H -7.610285 1.788317 4.571870 0.0 0.0 0.0 0.11
Sc -1.167408 0.828488 -0.438241 0.1 0.6 -0.2 0.71
C -1.475438 -2.822983 0.501512 -0.1 0.1 -0.1 -0.27
H -1.445387 0.313384 -4.060446 0.0 0.0 0.0 0.01
H -2.897893 -3.827278 -1.832153 0.0 0.0 0.0 0.09
Cl 1.195448 2.340076 -4.429963 0.0 0.0 0.0 0.75
N 0.240896 4.588443 0.000986 0.0 -0.1 0.0 0.21
S -2.413756 2.103878 2.466780 0.1 0.0 -0.1 1.06
H -0.757887 -2.163124 -2.602296 0.1 0.0 0.0 -0.01
C -0.791817 0.609528 4.130341 0.0 0.0 -0.1 -0.11
H -0.949922 -0.210696 3.439784 0.0 0.0 0.0 0.09
Cl -2.750722 5.827025 -5.704668 0.0 0.0 0.0 0.69
S 1.937186 0.194523 2.062604 -0.1 0.0 -0.1 0.71
C -0.312907 3.098363 -4.088956 0.1 0.0 0.1 -0.61
H -0.725079 -2.921195 -6.751002 0.0 0.0 0.0 0.04
O 0.106459 -2.617651 2.066538 -0.1 -0.2 0.1 -0.08
H -4.146972 -3.343349 -0.692801 0.0 0.0 0.0 0.09
H 4.524523 0.693702 4.488888 0.0 0.0 0.0 0.10
N -0.702433 -2.017157 1.121984 -0.1 0.0 -0.1 0.03
H 4.557775 -0.046500 -1.414146 0.0 0.0 0.0 0.02
H 0.809328 5.298512 -0.425395 0.0 0.0 0.0 0.12
C -0.946182 2.737378 -2.884379 -0.1 0.1 -0.1 -0.48
H 5.265331 -3.031172 -3.135876 0.0 0.0 0.0 0.04
H 2.043355 -2.145966 0.440076 0.0 0.0 -0.1 -0.06
C -4.025942 2.003609 3.215969 0.0 0.0 0.1 -0.38
N -2.269848 0.856073 1.479421 0.0 0.2 -0.1 -0.37
H 3.229869 1.702943 3.929281 0.0 0.0 0.0 0.10
C 0.235646 -1.993978 -3.024628 -0.1 -0.1 0.0 -0.53
C 0.253645 1.521626 6.094640 0.0 0.0 0.0 -0.07
H 0.784943 -2.935895 -2.951408 0.0 0.0 -0.1 0.01
C -0.862081 4.034860 -4.951005 0.0 0.0 0.0 -0.69
H 2.338828 -0.511997 -4.869561 0.0 0.0 0.0 -0.01
C -4.314315 1.105477 4.236777 0.1 0.0 0.0 -0.06
H -1.570938 3.897283 4.507277 0.0 0.0 0.0 0.12
C 3.248109 -0.121860 3.081070 0.0 0.0 0.0 -0.86
N 1.984358 3.067808 -0.060677 0.0 0.0 0.0 0.22
O -0.090622 2.433718 0.561530 0.0 -0.3 0.2 -0.16
Te 1.296266 -0.705287 -1.687691 0.0 0.1 -0.1 1.31
H 0.471954 -0.513004 5.443792 0.0 0.0 0.0 0.11
C -5.006859 2.825670 2.679775 0.0 0.0 0.0 -0.08
```
Forces are in eV/Å.

Properties
total energy: -6676.820307 a.u.
energy above the lowest of the compared OMol25 structures with the same formula, charge and spin: 10.58 kcal/mol
E_LUMO: -1.84 eV
net charge: +1

***

The evaluated Kohn-Sham gap for the records listed, in turn: 7.67; 8.16 eV.